The following is a DFT calculation (wB97M-V/def2-TZVPD) of a structure of composition C43H64N9O5RbSSi2.

Computed properties:
- HOMO (eV) = -5.4
- energy (eV) = -96523.411
- total charge = 0
- ΔE to the lowest compared entry with this formula, charge and spin (kcal/mol) = 5.7

XYZ file:
```
125
Properties=species:S:1:pos:R:3:lowdin_charge:R:1
Rb -0.79 0.37 -0.36 0.82
C 0.35 -3.79 1.79 -0.14
N 0.78 -3.31 0.50 -0.03
C -0.24 -3.33 -0.54 -0.15
C 0.35 -2.81 -1.81 -0.35
N 0.00 -1.69 -2.38 0.11
C 0.86 -1.55 -3.46 -0.23
C 0.96 -0.53 -4.41 -0.01
C 1.95 -0.63 -5.36 -0.08
C 2.84 -1.72 -5.38 -0.09
C 2.75 -2.74 -4.46 -0.02
C 1.75 -2.63 -3.50 -0.20
N 1.38 -3.43 -2.44 0.18
C -0.55 -2.87 2.58 -0.29
N -1.41 -1.99 2.12 0.18
C -1.99 -1.44 3.24 -0.20
C -3.05 -0.39 3.30 -0.06
C -3.62 -0.16 4.74 -0.15
C -2.98 -0.89 5.89 -0.04
C -1.96 -1.73 5.72 0.00
C -1.50 -2.00 4.37 -0.18
N -0.57 -2.92 3.94 0.17
H 1.23 -3.99 2.41 0.12
H -0.15 -4.75 1.65 0.13
H 1.21 -2.39 0.58 0.09
H -1.13 -2.73 -0.31 0.09
H -0.57 -4.37 -0.67 0.13
H 0.29 0.31 -4.37 0.10
H 2.07 0.15 -6.09 0.10
H 3.61 -1.75 -6.14 0.10
H 3.44 -3.58 -4.47 0.11
H 1.89 -4.22 -2.06 0.16
H -3.81 -0.58 2.55 0.16
H -4.71 -0.28 4.79 0.15
H -3.36 -0.66 6.87 0.11
H -1.49 -2.22 6.57 0.11
H 0.01 -3.50 4.52 0.16
C 6.31 3.54 0.43 -0.18
Si 4.52 3.42 1.05 0.43
C 4.63 3.01 2.89 -0.19
C 3.87 5.21 1.00 -0.18
C 3.43 2.22 0.19 -0.33
C 2.65 2.65 -0.91 -0.40
C 3.01 3.78 -1.72 -0.06
C 2.25 4.18 -2.79 -0.09
C 1.09 3.46 -3.12 -0.11
C 0.80 2.39 -2.31 -0.25
N 1.50 1.98 -1.25 0.00
Si 3.62 0.46 0.62 0.44
C 2.84 -0.15 2.24 -0.17
C 5.45 -0.02 0.77 -0.19
C 2.95 -0.73 -0.69 -0.18
H 6.87 4.30 0.98 0.02
H 6.33 3.82 -0.63 0.02
H 6.83 2.59 0.53 0.01
H 5.28 3.73 3.40 0.03
H 5.04 2.01 3.08 0.01
H 3.64 3.05 3.36 0.02
H 4.08 5.70 1.95 0.03
H 2.79 5.27 0.80 0.00
H 4.36 5.80 0.21 0.02
H 3.93 4.29 -1.51 0.08
H 2.56 5.03 -3.38 0.10
H 0.46 3.72 -3.96 0.09
H -0.10 1.80 -2.55 0.05
H 3.25 0.39 3.10 0.02
H 3.05 -1.22 2.38 0.02
H 1.76 0.00 2.25 -0.01
H 5.97 0.54 1.55 0.01
H 5.97 0.16 -0.17 0.03
H 5.54 -1.08 1.02 0.02
H 1.87 -0.65 -0.77 -0.03
H 3.23 -1.76 -0.44 0.03
H 3.35 -0.50 -1.69 0.05
O -0.45 0.80 2.39 -0.03
C -1.13 1.38 3.18 -0.15
C -2.63 1.13 3.27 -0.20
C -3.22 1.35 4.68 -0.12
C -4.31 2.36 4.73 -0.10
C -4.67 3.18 3.75 0.05
C -3.98 3.17 2.43 -0.05
C -3.28 1.89 2.12 -0.30
O -3.20 1.45 1.00 0.03
N -5.04 2.44 6.01 -0.34
O -4.66 1.69 6.89 0.09
O -5.95 3.23 6.12 0.08
H -0.70 2.12 3.89 0.14
H -2.46 1.58 5.43 0.16
H -5.47 3.88 3.93 0.13
H -4.67 3.39 1.61 0.13
N -1.44 5.21 2.61 -0.01
C -0.74 5.43 1.34 -0.26
C -0.13 4.13 0.85 -0.27
N 0.76 3.59 1.89 0.03
H -1.69 6.09 3.03 0.07
H -0.79 4.75 3.23 0.06
H -3.21 3.97 2.42 0.11
H 0.06 6.18 1.43 0.11
H -1.45 5.81 0.59 0.11
H 0.37 4.30 -0.11 0.10
H -0.94 3.42 0.67 0.10
H 1.25 2.77 1.53 0.05
H 1.51 4.26 2.04 0.05
C -5.33 -2.73 -4.48 -0.10
C -5.13 -1.97 -3.18 -0.30
C -4.22 -0.76 -3.38 -0.35
S -3.82 0.07 -1.83 0.89
O -2.73 1.05 -2.14 -0.66
C -5.34 1.05 -1.58 -0.33
C -5.21 2.48 -2.08 -0.29
C -5.15 2.62 -3.60 -0.10
H -5.97 -3.60 -4.33 0.07
H -4.38 -3.08 -4.88 0.08
H -5.80 -2.09 -5.24 0.08
H -4.69 -2.63 -2.42 0.11
H -6.10 -1.65 -2.79 0.10
H -4.63 -0.04 -4.08 0.09
H -3.23 -1.07 -3.74 0.10
H -5.50 1.04 -0.50 0.07
H -6.15 0.51 -2.06 0.09
H -4.31 2.92 -1.64 0.10
H -6.07 3.03 -1.69 0.11
H -4.23 2.20 -3.99 0.06
H -5.18 3.67 -3.89 0.08
H -6.00 2.12 -4.08 0.08
```

***

The following is a DFT calculation (wB97M-V/def2-TZVPD) of the molecule C2H5N3S at a distorted geometry.

Computed properties:
- HOMO (spin up / spin down) (eV) = -7.3 / -6.9
- energy (eV) = -17456.412
- total charge = 0
- ΔE to the lowest compared entry with this formula, charge and spin (kcal/mol) = 108.4

XYZ file:
```
11
Properties=species:S:1:pos:R:3:nbo_charge:R:1
C 0.43 0.70 0.50 0.48
C -1.66 0.12 -0.48 -0.42
N 1.36 0.78 -0.33 -0.68
N 2.16 -1.35 0.56 -1.04
N -0.87 0.88 0.56 -0.60
S 2.71 -0.10 -0.36 0.85
H -1.79 -0.91 -0.11 0.21
H -2.65 0.69 -0.70 0.21
H -1.06 0.12 -1.38 0.22
H 2.66 -2.21 0.30 0.35
H -1.29 1.28 1.44 0.42
```

***

The following is a DFT calculation (wB97M-V/def2-TZVPD) of a structure of composition C4H6N2O at a distorted geometry.

Computed properties:
- HOMO (eV) = -8.3
- energy (eV) = -9266.055
- total charge = 0
- ΔE to the lowest compared entry with this formula, charge and spin (kcal/mol) = 171.7

XYZ file:
```
13
Properties=species:S:1:pos:R:3:nbo_charge:R:1
C -0.84 -1.21 -0.28 -0.12
C -1.89 -0.34 0.01 -0.26
C -1.27 1.06 0.21 -0.40
C 0.05 0.72 0.11 0.44
H 2.01 -1.69 1.21 0.35
H 2.59 -0.48 -0.21 0.40
H -0.62 -2.33 0.07 0.22
H -3.00 -0.71 -0.08 0.24
H -1.53 2.10 0.20 0.23
H 1.02 2.40 0.37 0.47
N 1.55 -1.20 0.06 -0.66
N 0.35 -0.48 -0.03 -0.25
O 1.24 1.39 -0.25 -0.67
```

***

The following is a DFT calculation (wB97M-V/def2-TZVPD) of a cluster of 5 separate species, C32H51BrN6O5 in total at a distorted geometry.

Computed properties:
- HOMO (eV) = -9.1
- energy (eV) = -123231.491
- SMILES string = C#Cc1cnc2c(CC(=O)Br)ccc(CCCCCCCC)c2n1.CNC(C)=O.CNC(C)=O.CNC(C)=O.CNC(C)=O
- total charge = 0

XYZ file:
```
95
Properties=species:S:1:pos:R:3:lowdin_charge:R:1
C -5.37 2.59 -1.08 0.12
C -4.19 2.51 -1.35 -0.05
C -2.76 2.15 -1.23 -0.26
C -1.91 3.08 -0.52 -0.05
N -0.63 2.87 -0.31 0.13
C -0.19 1.68 -0.82 -0.17
C 1.21 1.34 -0.60 -0.15
C 2.08 2.29 0.22 -0.13
C 3.06 3.13 -0.62 -0.75
O 2.77 4.06 -1.30 0.04
Br 5.00 2.67 -0.56 0.63
C 1.74 0.17 -1.10 0.02
C 0.87 -0.73 -1.85 -0.01
C -0.46 -0.43 -2.07 -0.13
C -1.32 -1.40 -2.89 -0.15
C -0.53 -2.33 -3.86 -0.22
C 0.33 -1.59 -4.91 -0.20
C 1.09 -2.56 -5.90 -0.20
C 2.62 -2.71 -5.59 -0.21
C 2.97 -3.01 -4.10 -0.22
C 4.21 -3.96 -3.91 -0.23
C 5.27 -3.28 -2.95 -0.11
C -1.04 0.80 -1.54 -0.14
N -2.37 1.01 -1.78 0.20
H -6.40 2.80 -0.80 0.05
H -2.36 4.01 -0.14 0.12
H 2.67 1.68 0.93 0.11
H 1.50 3.00 0.84 0.09
H 2.79 -0.12 -0.97 0.13
H 1.30 -1.67 -2.22 0.09
H -1.94 -2.06 -2.24 0.12
H -2.06 -0.84 -3.51 0.11
H -1.28 -2.92 -4.43 0.12
H 0.03 -3.08 -3.27 0.10
H 1.10 -0.91 -4.50 0.10
H -0.33 -0.96 -5.55 0.11
H 1.03 -2.16 -6.94 0.10
H 0.63 -3.57 -5.91 0.11
H 3.21 -1.83 -5.92 0.11
H 3.00 -3.56 -6.19 0.10
H 2.12 -3.45 -3.54 0.09
H 3.18 -2.04 -3.61 0.09
H 3.85 -4.85 -3.35 0.09
H 4.66 -4.23 -4.89 0.09
H 5.22 -2.17 -3.02 0.07
H 5.03 -3.54 -1.90 0.04
H 6.29 -3.60 -3.22 0.07
C 4.31 -2.65 2.69 -0.01
C 4.31 -3.29 1.33 -0.54
O 4.85 -2.77 0.36 0.02
N 3.68 -4.49 1.20 0.00
C 2.99 -5.26 2.21 -0.08
H 4.85 -1.71 2.64 0.09
H 3.29 -2.45 3.01 0.05
H 4.82 -3.30 3.41 0.09
H 3.72 -4.86 0.26 0.13
H 3.47 -6.24 2.30 0.08
H 1.95 -5.40 1.91 0.08
H 3.01 -4.76 3.18 0.08
C -9.28 0.43 2.87 -0.01
C -8.21 1.06 2.02 -0.56
O -8.16 2.26 1.81 0.02
N -7.27 0.24 1.47 0.01
C -7.15 -1.20 1.59 -0.07
H -9.94 1.21 3.24 0.08
H -9.86 -0.28 2.28 0.08
H -8.83 -0.07 3.73 0.08
H -6.59 0.73 0.91 0.12
H -6.18 -1.44 2.03 0.08
H -7.21 -1.64 0.59 0.08
H -7.94 -1.62 2.21 0.07
C 0.36 0.55 5.10 0.00
C 0.93 -0.20 3.93 -0.54
O 1.89 -0.94 4.02 0.02
N 0.32 -0.03 2.72 0.03
C -0.82 0.79 2.40 -0.06
H 0.95 0.31 5.99 0.08
H 0.42 1.63 4.93 0.07
H -0.67 0.25 5.28 0.08
H 0.75 -0.56 1.98 0.13
H -1.61 0.15 1.99 0.09
H -0.52 1.52 1.65 0.05
H -1.21 1.32 3.27 0.08
C 1.23 6.22 3.96 -0.01
C 0.82 4.98 3.20 -0.55
O 1.16 3.86 3.54 0.02
N 0.05 5.15 2.09 0.01
C -0.45 6.38 1.52 -0.07
H 1.84 5.92 4.81 0.08
H 1.82 6.88 3.33 0.09
H 0.35 6.74 4.33 0.09
H -0.18 4.28 1.64 0.09
H -1.55 6.34 1.50 0.08
H -0.08 6.47 0.50 0.09
H -0.14 7.25 2.09 0.07
```

***

The following is a DFT calculation (wB97M-V/def2-TZVPD) of a structure of composition C8H14N3Tc at a distorted geometry.

Computed properties:
- HOMO (spin up / spin down) (eV) = -12.0 / -11.2
- energy (eV) = -15183.903
- multiplicity = 4
- total charge = +1
- <S²> = 3.765

XYZ file:
```
26
Properties=species:S:1:pos:R:3:nbo_charge:R:1
C -0.77 1.16 -2.47 -0.82
Tc -0.04 0.04 -0.28 0.82
N 1.03 -1.58 -1.16 -1.08
H -0.76 1.14 0.69 -0.26
H -0.07 1.25 -1.55 0.14
H -1.28 2.12 -2.62 0.27
H -1.55 0.40 -2.41 0.24
H -0.22 0.98 -3.40 0.25
H 0.80 -2.49 -0.75 0.40
H 2.05 -1.52 -1.04 0.41
H 0.90 -1.71 -2.17 0.41
N 0.37 -2.55 3.18 -0.51
C 0.18 -2.27 1.86 0.25
N 0.23 -0.95 1.64 -0.53
C 0.47 -0.35 2.90 0.08
C 0.55 0.99 3.28 -0.20
C 0.71 1.28 4.64 -0.20
C 0.77 0.27 5.60 -0.18
C 0.68 -1.06 5.22 -0.24
C 0.54 -1.36 3.87 0.15
H 0.37 -3.46 3.60 0.44
H 0.04 -3.06 1.14 0.21
H 0.48 1.71 2.46 0.24
H 0.77 2.32 4.95 0.24
H 0.89 0.57 6.65 0.24
H 0.73 -1.87 5.95 0.23
```

***

The following is a DFT calculation (wB97M-V/def2-TZVPD) of a cluster of 2 separate species, NO5S in total at a distorted geometry.

Computed properties:
- HOMO (eV) = -4.4
- energy (eV) = -22560.707
- total charge = -1
- ΔE to the lowest compared entry with this formula, charge and spin (kcal/mol) = 34.5

XYZ file:
```
7
Properties=species:S:1:pos:R:3:nbo_charge:R:1
N 1.79 -0.01 -0.03 0.71
O -3.28 -1.05 -0.40 -0.86
O 1.80 1.01 -0.77 -0.58
O 0.70 -0.49 0.25 -0.57
O -3.03 1.07 0.65 -0.85
O 2.87 -0.51 0.37 -0.56
S -2.39 0.04 -0.18 1.71
```

***

The following is a DFT calculation (wB97M-V/def2-TZVPD) of a cluster of 2 separate species, C3H7O2 in total.

Computed properties:
- HOMO (eV) = -3.9
- energy (eV) = -7320.785
- total charge = -1
- ΔE to the lowest compared entry with this formula, charge and spin (kcal/mol) = 3.8

XYZ file:
```
12
Properties=species:S:1:pos:R:3:nbo_charge:R:1
O -0.66 -1.34 1.51 -0.79
C -0.37 -0.38 2.25 0.63
O 0.32 0.64 2.00 -0.80
H -0.80 -0.40 3.30 -0.02
C -0.56 0.28 -1.17 -0.60
C 0.95 0.08 -1.11 -0.61
H -0.87 0.83 -2.07 0.16
H -0.90 0.86 -0.32 0.23
H -1.08 -0.68 -1.13 0.21
H 1.49 1.01 -1.33 0.17
H 1.20 -0.22 -0.09 0.26
H 1.27 -0.68 -1.82 0.17
```

***

- Which of these has the lowest energy?
  C32H51BrN6O5

***

- Which formula does entry 4 have?
  C32H51BrN6O5